This record from OMol25 describes a 2-piece molecular cluster, C7H5N2O3S overall. The level of theory is wB97M-V/def2-TZVPD.

Element x y z (Å)
S: 5.561 -1.793 0.215
N: 3.404 1.542 0.359
C: 1.201 1.082 0.081
C: 1.074 0.214 1.151
C: 5.660 -0.510 -0.644
O: 4.285 2.324 0.624
C: 0.181 1.120 -0.878
H: -0.358 -1.306 2.001
O: 5.972 0.227 -1.492
O: 3.763 0.306 0.153
H: -1.552 0.193 -1.541
H: 1.916 0.062 1.775
N: 2.247 1.963 0.117
C: -0.812 0.178 -0.890
C: -0.120 -0.569 1.260
H: 0.412 1.893 -1.623
C: -0.965 -0.702 0.189
H: -1.702 -1.435 0.036

electronic energy: -1003.09367 a.u.
net charge: -1
orbital gap: 7.557 eV

Here are the Mulliken charges for atoms 1 to 5, given in e: S -0.404; N 1.226; C 0.555; C -0.148; C 0.717